[1]
Below is 2 unconnected molecules or ions with the total composition Cl2H8Si4 in a non-equilibrium geometry, with properties calculated with ωB97M-V/def2-TZVPD.

Structure (XYZ):
```
14
Cl2H8Si4 | the Open Molecules 2025 dataset | ωB97M-V/def2-TZVPD
Si 2.2966 -1.0550 -0.0956
Si -1.5328 -0.2213 1.1589
Si 1.5426 0.9226 -1.0714
Si -2.8318 0.2775 -0.6563
Cl 2.8884 1.4245 -2.5900
Cl -3.2086 2.3422 -0.5050
H 2.9769 -1.9188 -1.3156
H 3.3646 -0.8245 0.9541
H 1.2562 -1.7595 0.6088
H -2.6653 -0.6698 2.2880
H -0.8222 -1.5004 1.0920
H -0.7654 1.0028 1.5193
H 1.6027 2.2921 -0.4445
H -4.1021 -0.3123 -0.9427
```

Output
Gap between HOMO and LUMO (alpha / beta)   6.90 / 6.28 eV
LUMO energy (alpha / beta)   -1.284 / -1.625 eV
Relative energy (zero: lowest compared OMol25 entry of this formula, charge and spin)   302.7 kJ/mol

Here are the natural (NBO) charges for atoms 1 to 4, given in e: 0.3456, 0.3145, 0.5474, 0.5803


[2]
Below is 7 unconnected molecules or ions with the total composition C19H51NO20S6 in a non-equilibrium geometry, with properties calculated with ωB97M-V/def2-TZVPD.

Structure (XYZ):
```
97
C19H51NO20S6 | the Open Molecules 2025 dataset | ωB97M-V/def2-TZVPD
C 0.5198 1.0528 0.7501
N 0.5009 -0.3683 0.2628
O 0.5820 -1.2820 1.0378
O 0.5823 -0.4648 -0.9524
H -0.1126 0.9783 1.6348
H 0.1377 1.6669 -0.0654
H 1.5518 1.3705 0.8994
O -2.4707 0.9568 0.4045
S -3.0569 1.6289 -0.7215
O -4.4232 2.0974 -0.7295
O -2.0652 2.8401 -1.2207
C -2.3775 3.4867 -2.4263
C -1.8270 4.9041 -2.5547
C -2.7976 0.4852 -2.2044
H -3.4404 3.6138 -2.6319
H -1.8605 2.9051 -3.1896
H -2.1395 5.4005 -1.6360
H -2.1886 5.4472 -3.4279
H -0.7417 4.9459 -2.4632
H -3.3883 -0.4133 -2.0253
H -1.7990 0.1250 -2.4515
H -3.1707 0.9206 -3.1313
O 1.5931 1.6625 -8.2353
S 2.5788 0.8313 -7.5403
O 3.9995 0.9363 -7.8485
O 2.4669 1.0989 -5.9214
C 1.1668 1.1390 -5.3340
C 1.1251 1.1036 -3.8931
C 1.9687 -0.9026 -7.6089
H 0.5431 0.3930 -5.8265
H 0.7249 2.0821 -5.6555
H 0.1191 1.1413 -3.4752
H 1.6350 1.9952 -3.5285
H 1.7008 0.2700 -3.4909
H 0.8993 -0.8036 -7.7953
H 2.2628 -1.3457 -6.6574
H 2.6417 -1.4394 -8.2775
O -1.6657 -0.8300 -5.0547
S -1.5044 -2.2479 -5.5200
O -0.9527 -2.6188 -6.8004
O -0.7104 -3.1283 -4.3455
C -0.2730 -2.4460 -3.2115
C 0.2832 -3.4453 -2.1824
C -3.1387 -3.1260 -5.0873
H -1.1510 -1.9425 -2.8068
H 0.4248 -1.6972 -3.5863
H -0.4279 -3.8571 -1.4662
H 0.8689 -2.9452 -1.4110
H 0.9288 -4.2469 -2.5412
H -3.9050 -2.9906 -5.8506
H -3.5136 -2.6798 -4.1662
H -2.9460 -4.1746 -4.8606
O -3.3756 -2.5966 -1.3528
S -3.8447 -2.7834 0.0034
O -4.8904 -1.9829 0.5721
O -4.3319 -4.4503 0.1352
C -4.7063 -4.8595 1.3981
C -6.1362 -5.4807 1.4877
C -2.4609 -2.7134 1.1718
H -4.7602 -4.0181 2.0888
H -4.0457 -5.6014 1.8467
H -6.4097 -5.5134 2.5423
H -6.1262 -6.4933 1.0843
H -6.9221 -4.9681 0.9329
H -1.8532 -1.8342 0.9579
H -1.9367 -3.6504 0.9837
H -2.8284 -2.7398 2.1976
O -1.0893 -0.3752 4.2848
S 0.3055 -0.2294 4.6006
O 1.1386 0.7575 3.8722
O 0.3959 -0.0073 6.2901
C 1.6076 0.5826 6.7999
C 1.8058 0.2276 8.2732
C 1.0456 -1.8625 4.5024
H 1.5796 1.6604 6.6394
H 2.4750 0.1467 6.3042
H 0.9458 0.3709 8.9273
H 2.5990 0.8103 8.7417
H 2.1184 -0.8114 8.3769
H 0.5103 -2.4659 5.2356
H 2.0499 -1.7727 4.9163
H 1.0169 -2.3116 3.5097
O 3.9234 5.2941 4.0821
S 4.6333 4.7969 5.2825
O 3.9424 4.7114 6.6044
O 5.2779 3.3232 4.9320
C 4.3151 2.3383 4.7439
C 4.1386 2.2160 3.2363
C 6.2717 5.7428 5.4917
H 3.3587 2.5560 5.2192
H 4.7270 1.3758 5.0473
H 3.5018 1.4284 2.8335
H 5.0929 2.1593 2.7127
H 3.6926 3.1358 2.8581
H 6.9064 5.2114 6.2008
H 5.8946 6.7294 5.7609
H 6.6890 5.8633 4.4920
```

Output
Total charge   +1
2S+1   2
Gap between HOMO and LUMO (alpha / beta)   9.16 / 2.15 eV
LUMO energy (alpha / beta)   -3.010 / -10.015 eV

Here are the Löwdin charges for atoms 1 to 4, given in e: 0.0651, -0.4068, 0.0785, 0.0282


[3]
Below is a molecular structure, C24H39BBrCl5MnO6SSi in a non-equilibrium geometry, with properties calculated with ωB97M-V/def2-TZVPD.

Structure (XYZ):
```
79
C24H39BBrCl5MnO6SSi | the Open Molecules 2025 dataset | ωB97M-V/def2-TZVPD
Mn -1.2042 -1.2934 -1.7098
Cl 3.7964 -2.7606 -6.5592
C 2.3786 -2.2607 -5.7224
C 2.3406 -2.2567 -4.3294
Cl 3.7264 -2.7072 -3.4108
C 1.1800 -1.8940 -3.6833
Cl 1.0030 -1.8688 -1.9678
C -0.0218 -1.5459 -4.3667
O -1.0729 -1.2843 -3.7278
C 0.0702 -1.5365 -5.7866
Cl -1.3433 -1.1174 -6.6721
C 1.2381 -1.8821 -6.4349
Cl 1.2872 -1.8635 -8.1547
C 2.2176 -0.9034 1.2969
C 2.1324 0.5149 0.7314
C 2.2550 1.5215 1.8736
C 3.2278 0.7762 -0.3050
O 0.8736 0.6153 0.0957
Si -0.0163 1.9423 -0.2352
S -1.4894 1.1680 -1.5015
O 1.0350 3.0109 -0.8674
C 1.0344 4.4110 -1.0337
C 1.6064 5.0611 0.2342
C -0.3739 4.9384 -1.2930
C 1.9481 4.7024 -2.2307
O -0.6340 2.6996 1.0762
C -1.7675 2.4429 1.8878
C -1.9904 0.9444 2.0747
C -1.4858 3.1105 3.2430
C -3.0002 3.0690 1.2306
H 3.1356 -1.0346 1.8643
H 2.1679 -1.6399 0.5015
H 1.3625 -1.0601 1.9471
H 3.2273 1.4231 2.3497
H 1.4756 1.3522 2.6132
H 2.1434 2.5297 1.4900
H 4.2138 0.6376 0.1312
H 3.1276 1.7938 -0.6656
H 3.1102 0.0994 -1.1461
H 0.9998 4.7721 1.0888
H 1.5953 6.1441 0.1379
H 2.6323 4.7356 0.3985
H -0.9887 4.7739 -0.4136
H -0.8163 4.4003 -2.1270
H -0.3402 6.0010 -1.5211
H 2.9339 4.2761 -2.0554
H 2.0456 5.7745 -2.3859
H 1.5303 4.2452 -3.1233
H -1.1020 0.4742 2.4886
H -2.2043 0.4696 1.1175
H -2.8275 0.7709 2.7437
H -0.5879 2.6875 3.6878
H -2.3219 2.9496 3.9188
H -1.3372 4.1809 3.1137
H -3.1229 2.6401 0.2398
H -2.8823 4.1480 1.1399
H -3.8837 2.8563 1.8257
C -2.0944 -3.2540 3.4153
C -2.0016 -3.4327 1.9014
C -3.2470 -4.1682 1.3908
O -1.9955 -2.1442 1.2785
B -1.1858 -2.1618 0.1715
O -0.4004 -3.3136 0.1988
C -0.6735 -4.0806 1.3795
C -0.7661 -5.5582 1.0004
C 0.5080 -3.9150 2.3447
H -3.0502 -2.7970 3.6561
H -1.3129 -2.5978 3.7825
H -2.0277 -4.2139 3.9173
H -4.1214 -3.5556 1.5889
H -3.3725 -5.1363 1.8669
H -3.1955 -4.2940 0.3138
H -1.4160 -5.6945 0.1432
H -1.1392 -6.1342 1.8425
H 0.2272 -5.9185 0.7379
H 0.5841 -2.8904 2.6909
H 1.4249 -4.1594 1.8131
H 0.4054 -4.5767 3.2024
Br -3.3871 -2.1583 -1.7483
```

Output
Total charge   -1
2S+1   5
Gap between HOMO and LUMO (alpha / beta)   7.45 / 7.55 eV
LUMO energy (alpha / beta)   2.287 / 2.366 eV
Relative energy (zero: lowest compared OMol25 entry of this formula, charge and spin)   55.8 kJ/mol

Here are the Löwdin charges for atoms 1 to 4, given in e: 0.1305, 0.6403, -0.7316, -0.7032


[4]
Below is a molecular structure, C15H22N5O5Pt in a non-equilibrium geometry, with properties calculated with ωB97M-V/def2-TZVPD.

Structure (XYZ):
```
48
C15H22N5O5Pt | the Open Molecules 2025 dataset | ωB97M-V/def2-TZVPD
Pt -0.8254 -1.0801 -0.6671
N -2.3345 -2.2327 0.6674
C -2.9454 -3.3476 -0.0643
C -1.9376 -4.4474 -0.4034
C -1.0251 -4.1125 -1.5842
N 0.0234 -3.1616 -1.2062
H -1.9562 -2.5538 1.5536
H -3.0327 -1.5164 0.8570
H -3.3722 -2.9441 -0.9855
H -3.7593 -3.7806 0.5289
H -2.4992 -5.3476 -0.6527
H -1.3292 -4.6718 0.4763
H -1.6130 -3.6643 -2.3893
H -0.5790 -5.0417 -1.9598
H 0.6122 -2.9477 -2.0088
H 0.6093 -3.5605 -0.4787
O 0.0747 -0.1851 -2.5078
C 0.0394 1.0218 -2.7732
C -0.8501 2.0299 -2.2980
C -0.6885 3.3330 -2.7968
C -1.4821 4.3621 -2.3516
C -2.4752 4.1319 -1.3831
C -2.6633 2.8812 -0.8814
C -1.8818 1.7647 -1.3189
O -2.1568 0.6200 -0.8361
N -1.3288 5.6914 -2.8962
O -2.0776 6.5503 -2.4905
O -0.4582 5.8572 -3.7222
H 0.8057 1.3936 -3.4722
H 0.0532 3.5275 -3.5595
H -3.0859 4.9638 -1.0686
H -3.4390 2.6824 -0.1580
N 0.7504 -0.9058 0.8209
C 1.2775 -0.3945 1.7191
N 1.8755 0.0461 2.7731
C 2.2995 1.4377 2.8766
C 3.7325 1.5559 2.3358
O 4.6010 0.6565 2.9798
C 4.1869 -0.6796 2.8447
C 2.7901 -0.8734 3.4486
H 2.2751 1.7086 3.9358
H 1.6160 2.0797 2.3176
H 4.1288 2.5511 2.5336
H 3.7210 1.3659 1.2511
H 4.9194 -1.2846 3.3782
H 4.1618 -0.9712 1.7818
H 2.8044 -0.6093 4.5091
H 2.4382 -1.8984 3.3252
```

Output
Total charge   +1
Gap between HOMO and LUMO (alpha / beta)   7.12 / 7.11 eV
LUMO energy (alpha / beta)   -3.809 / -3.933 eV
Relative energy (zero: lowest compared OMol25 entry of this formula, charge and spin)   116.4 kJ/mol

Here are the natural (NBO) charges for atoms 1 to 4, given in e: 1.1532, -0.7986, -0.2274, -0.4241


[5]
Below is a molecular structure, C26H33AsMgN6O3S in a non-equilibrium geometry, with properties calculated with ωB97M-V/def2-TZVPD.

Structure (XYZ):
```
71
C26H33AsMgN6O3S | the Open Molecules 2025 dataset | ωB97M-V/def2-TZVPD
Mg 0.1539 0.1620 -0.1523
O 0.7045 -1.1127 1.2905
C 0.5700 -2.4890 1.0436
C 0.0274 -2.7590 -0.3353
C -0.1388 -4.0619 -0.8019
C -0.6507 -4.2649 -2.0706
C -0.9705 -3.1522 -2.8425
C -0.7671 -1.8996 -2.2971
N -0.2909 -1.7007 -1.0706
H 1.6558 -0.8938 1.2624
H -0.1279 -2.9068 1.7835
H 1.5288 -3.0109 1.1554
H 0.1220 -4.9022 -0.1780
H -0.8051 -5.2586 -2.4605
H -1.3698 -3.2605 -3.8391
H -1.0043 -1.0004 -2.8571
O -5.3778 -2.8184 4.2119
C -5.1322 -1.5189 4.3747
O -5.7752 -0.8441 5.1233
C -4.0071 -0.9160 3.5705
C -3.4873 -1.4621 2.3991
C -2.4906 -0.8004 1.7074
C -1.9852 0.4195 2.1664
C -2.5100 0.9603 3.3505
C -3.5126 0.3057 4.0267
N -0.9748 1.0138 1.4281
C -0.6128 2.2210 1.6360
C 0.4774 2.8141 0.8972
C 0.8584 4.1396 1.1269
C 1.8376 4.7062 0.3290
C 2.4195 3.9195 -0.6564
C 2.0206 2.5967 -0.7732
N 1.0789 2.0501 -0.0212
H -4.7712 -3.2847 3.6247
H -3.8789 -2.3844 1.9924
H -2.1058 -1.2109 0.7828
H -2.1356 1.8859 3.7556
H -3.9418 0.7313 4.9201
H -1.1159 2.8773 2.3465
H 0.3825 4.7095 1.9110
H 2.1381 5.7341 0.4589
H 3.1688 4.3164 -1.3218
H 2.4665 1.9527 -1.5174
C -3.0755 0.8781 -2.7740
As -1.4499 1.5642 -1.9045
C -0.6165 2.4811 -3.4330
C -2.3051 3.0989 -1.0480
H -3.5354 1.6862 -3.3425
H -3.7762 0.5572 -2.0006
H -2.8882 0.0419 -3.4482
H -1.2986 3.2328 -3.8376
H -0.3754 1.7714 -4.2278
H 0.3041 2.9754 -3.1175
H -2.9264 3.6258 -1.7748
H -1.5720 3.7962 -0.6428
H -2.9506 2.7559 -0.2364
C 6.0038 -2.5090 0.8075
C 5.3316 -1.1497 1.0080
C 4.2944 -0.9008 -0.0147
N 3.0568 -0.6683 0.2362
N 2.2860 -0.4536 -0.8473
C 2.9530 -0.5250 -1.9686
N 2.4147 -0.2595 -3.1705
S 4.6477 -0.8855 -1.7387
H 6.7993 -2.6334 1.5357
H 6.4420 -2.5851 -0.1846
H 5.2904 -3.3203 0.9362
H 6.0856 -0.3602 0.9462
H 4.8637 -1.0984 1.9930
H 1.4090 -0.2046 -3.2261
H 2.9171 -0.5144 -4.0045
```

Output
Total charge   +2
Gap between HOMO and LUMO   7.57 eV
LUMO energy   -6.521 eV
Relative energy (zero: lowest compared OMol25 entry of this formula, charge and spin)   30.1 kJ/mol

Here are the Löwdin charges for atoms 1 to 4, given in e: 0.4638, -0.1253, -0.1446, -0.2423


What molar mass values result from the calculations? In sequence: 191.3; 806.0; 806.6; 547.4; 608.9 g mol⁻¹.
What E_tot values result from the calculations? In sequence: -56682.45845; -127962.45122; -221182.76517; -36836.25310; -119690.06513 eV.